Run i
# C3H5NO2S2

C3H5NO2S2 in the gas phase (wB97M-V/def2-TZVPD, the OMol25 dataset).

The calculation puts the HOMO energy at -8.702 eV. As for the SMILES: CO/C(=N\S)SC=O. As for the orbital gap: 0.3395 Eh.

CARTESIAN COORDINATES (ANGSTROEM)
C: -0.8427 2.5575 0.2059
C: -0.3345 0.2169 -0.1504
C: 2.1166 -0.8550 0.2358
H: -1.8020 3.1266 0.2630
H: -0.3127 2.6856 1.1785
H: -0.1919 2.9536 -0.5768
H: 1.3822 -1.5864 0.5317
H: -2.7933 -0.2609 0.1913
N: -0.6153 -1.0134 -0.1673
O: -1.2355 1.1966 0.0061
O: 3.2859 -1.0471 0.1427
S: 1.3732 0.6819 -0.2361
S: -2.2492 -1.4654 0.0264

Computed Mulliken charges, given in elementary charges: atom 1 (C): -0.78, atom 2 (C): 0.84, atom 3 (C): 0.04, atom 4 (H): 0.22, atom 5 (H): 0.37, atom 6 (H): 0.34, atom 7 (H): 0.40, atom 8 (H): 0.15, atom 9 (N): -0.49, atom 10 (O): -0.38, atom 11 (O): -0.41, atom 12 (S): -0.14, atom 13 (S): -0.16

Run ii
# C3H5NO2S2

C3H5NO2S2 in the gas phase (wB97M-V/def2-TZVPD, the OMol25 dataset).

The calculation puts the HOMO energy at -9.227 eV. As for the SMILES: CS/C(=N/O)SC=O. As for the orbital gap: 0.3483 Eh.

CARTESIAN COORDINATES (ANGSTROEM)
C: -0.7849 2.9069 0.2298
C: -0.1729 0.3457 -0.1375
C: 1.0098 -2.2696 0.1382
H: -1.6707 2.6931 -0.3364
H: -0.4911 3.9514 0.1926
H: -1.0346 2.6296 1.2569
H: 1.6609 -3.0187 -0.3113
H: -1.1980 -1.6204 1.1455
N: -1.2294 0.1970 0.5262
O: 0.5176 -2.3041 1.2474
O: -1.7340 -1.0597 0.5707
S: 0.6110 1.9269 -0.3236
S: 0.6865 -0.9896 -1.0238

Computed Mulliken charges, given in elementary charges: atom 1 (C): -0.80, atom 2 (C): 0.45, atom 3 (C): 0.14, atom 4 (H): 0.29, atom 5 (H): 0.32, atom 6 (H): 0.27, atom 7 (H): 0.35, atom 8 (H): 0.37, atom 9 (N): -0.28, atom 10 (O): -0.54, atom 11 (O): -0.42, atom 12 (S): -0.04, atom 13 (S): -0.11

Quick one: most stable of them? run i

Run i
# C3H5NO2S2

C3H5NO2S2 in the gas phase (wB97M-V/def2-TZVPD, the OMol25 dataset).

The calculation puts the HOMO energy at -9.040 eV. As for the SMILES: COC(=S)C(=S)NO. As for the orbital gap: 0.3055 Eh.

CARTESIAN COORDINATES (ANGSTROEM)
C: 1.1918 2.1138 0.7775
C: 0.9747 -0.1712 -0.0419
C: -0.5326 -0.0306 -0.0252
H: 0.8243 2.7441 -0.0049
H: 0.4187 1.9121 1.5178
H: 2.0621 2.5880 1.2638
H: -0.6669 -1.8559 0.9466
H: -2.7737 -0.4354 0.0590
N: -1.1296 -0.9996 0.6657
O: 1.6993 0.8974 0.2178
O: -2.4746 -1.1468 0.6814
S: 1.6689 -1.5972 -0.4029
S: -1.3913 1.1327 -0.8407

Computed Mulliken charges, given in elementary charges: atom 1 (C): -0.76, atom 2 (C): 0.32, atom 3 (C): 0.34, atom 4 (H): 0.35, atom 5 (H): 0.38, atom 6 (H): 0.25, atom 7 (H): 0.23, atom 8 (H): 0.31, atom 9 (N): -0.04, atom 10 (O): -0.32, atom 11 (O): -0.35, atom 12 (S): -0.28, atom 13 (S): -0.42

Run ii
# C3H5NO2S2

C3H5NO2S2 in the gas phase (wB97M-V/def2-TZVPD, the OMol25 dataset).

The calculation puts the HOMO energy at -8.401 eV. As for the SMILES: C=CC(=O)N(S)SO. As for the orbital gap: 0.2949 Eh.

CARTESIAN COORDINATES (ANGSTROEM)
C: 2.3645 0.1576 0.0852
C: 1.0898 0.2255 0.5033
C: 0.1802 -0.8011 0.0962
N: -1.4414 -0.2172 0.5384
O: 0.2111 -1.8648 -0.3746
O: -0.9047 2.0028 -0.8586
S: -2.6672 -1.2066 -0.2232
S: -1.6317 1.4201 0.5410
H: 3.0884 0.8772 0.5095
H: 2.7773 -0.7193 -0.5164
H: 0.5681 0.8462 1.1184
H: -1.6290 1.6434 -1.4027
H: -2.0053 -2.3639 -0.0166

Computed Mulliken charges, given in elementary charges: atom 1 (C): -0.76, atom 2 (C): -0.46, atom 3 (C): 0.94, atom 4 (N): -0.28, atom 5 (O): -0.43, atom 6 (O): -0.42, atom 7 (S): -0.14, atom 8 (S): 0.01, atom 9 (H): 0.27, atom 10 (H): 0.26, atom 11 (H): 0.54, atom 12 (H): 0.34, atom 13 (H): 0.14

Quick one: most stable of them? run i